{
  "formula": "C6H8N2O2",
  "method": "ωB97M-V/def2-TZVPD",
  "elements": ["C", "C", "C", "C", "C", "C", "H", "H", "H", "H", "H", "H", "H", "H", "N", "N", "O", "O"],
  "xyz": [[0.1960, 1.7590, -0.7341], [-0.9394, 1.0714, -0.0909], [-0.6664, -0.2606, 0.1439], [1.6162, -0.3469, -0.7292], [-1.6554, -2.2298, 1.9353], [-2.7421, -1.5635, 1.9619], [1.9679, 1.4926, -1.6032], [-1.8608, 1.4271, 0.3383], [-1.3599, -0.6576, 0.8289], [0.8281, -1.7828, 0.4178], [-1.2340, -2.8312, 2.8919], [-1.0845, -2.3420, 1.0157], [-3.1991, -1.6090, 2.9890], [-3.0757, -0.9471, 1.1861], [1.2206, 0.8785, -1.1817], [0.3682, -0.9062, -0.3914], [0.1829, 3.0048, -0.8030], [2.6975, -0.8966, -0.6937]],
  "forces_ev_per_angstrom": [[-3.0, 2.2, 1.1], [2.1, -2.8, -0.3], [-1.8, 4.7, -0.7], [-1.8, 0.3, -0.3], [3.9, -4.1, 1.7], [-2.3, 0.3, 3.8], [-0.8, -1.1, 0.6], [0.3, 0.9, -0.2], [0.3, -0.9, -0.3], [-2.3, 2.7, -3.2], [-1.2, 1.4, -2.5], [0.1, -0.4, 0.5], [-0.3, 0.7, -1.5], [-1.0, 0.6, -0.9], [3.1, 4.5, -1.8], [4.4, -7.0, 4.9], [1.5, -2.8, -0.7], [-1.4, 0.9, -0.2]],
  "lowdin_charge": [-0.4142, 0.0397, -0.1664, -0.5337, -0.1212, -0.0851, 0.1876, 0.1086, 0.0114, 0.2747, 0.1263, 0.0283, 0.0909, 0.0475, 0.1749, 0.0910, 0.0390, 0.1007],
  "e_above_lowest_kj_mol": 359.6,
  "total_charge": 0,
  "homo_lumo_gap_ev": 9.826,
  "largest_force_ev_per_a": 9.65
}